21
Properties=species:S:1:pos:R:3 method="wB97M-V/def2-TZVPD" charge=0 e_above_lowest_ev=1.4574 orbital_gap_ev=8.552 lumo_ev=0.032 max_force_ev_per_a=4.2
N 3.06 1.13 -1.90
C 1.99 0.29 -1.87
N 1.87 -0.68 -2.80
C 0.77 -1.51 -2.55
C 0.02 -1.30 -1.37
C 0.15 -0.18 -0.61
C -0.61 0.05 0.60
C -0.49 1.14 1.43
C -1.29 1.22 2.61
C -2.17 0.14 2.86
C -2.31 -0.89 1.90
N -1.58 -0.85 0.73
N 1.22 0.54 -0.77
H 3.36 1.19 -2.92
H 2.96 1.86 -1.22
H 0.47 -2.39 -3.17
H -0.86 -1.93 -1.03
H 0.16 1.94 1.08
H -1.09 2.08 3.22
H -2.75 -0.03 3.88
H -2.88 -1.82 1.92

=====

21
Properties=species:S:1:pos:R:3 method="wB97M-V/def2-TZVPD" charge=0 e_above_lowest_ev=0.0351 orbital_gap_ev=8.689 lumo_ev=0.075 max_force_ev_per_a=2.3
N -1.43 -1.79 3.12
C -0.54 -1.65 2.09
N 0.45 -2.60 2.08
C 1.38 -2.42 1.15
C 1.33 -1.43 0.17
C 0.22 -0.59 0.21
C 0.08 0.53 -0.75
C -0.94 1.44 -0.64
C -1.03 2.48 -1.53
C -0.08 2.56 -2.56
C 0.95 1.59 -2.64
N 0.99 0.59 -1.76
N -0.66 -0.66 1.20
H -1.08 -2.28 3.94
H -2.03 -0.97 3.27
H 2.15 -3.20 1.15
H 2.12 -1.23 -0.52
H -1.70 1.33 0.14
H -1.81 3.26 -1.46
H -0.07 3.41 -3.24
H 1.69 1.64 -3.42

=====

29
Properties=species:S:1:pos:R:3 method="wB97M-V/def2-TZVPD" charge=-1 orbital_gap_ev=5.864 lumo_ev=1.117 max_force_ev_per_a=3.2
C 3.18 -0.09 1.03
N 2.36 1.07 0.73
C 2.88 1.93 -0.32
C 1.09 1.20 1.25
S 0.38 -0.20 1.92
S 0.36 2.71 1.14
H 2.91 -0.52 2.01
H 3.07 -0.88 0.27
H 4.23 0.24 1.04
H 2.33 2.88 -0.36
H 3.94 2.11 -0.12
H 2.79 1.44 -1.32
O -6.25 -2.20 3.33
N -5.59 -2.29 2.29
O -5.93 -3.06 1.37
C -4.39 -1.50 2.10
C -3.66 -1.64 0.92
C -2.57 -0.78 0.64
N -1.90 -0.93 -0.63
O -2.30 -1.81 -1.43
O -0.90 -0.22 -0.87
C -2.14 0.23 1.54
C -2.89 0.37 2.73
N -2.83 1.42 3.60
O -4.06 1.30 4.32
N -4.79 0.18 3.96
C -4.03 -0.43 3.01
H -3.96 -2.39 0.19
H -1.61 1.15 1.18

=====

19
Properties=species:S:1:pos:R:3 method="wB97M-V/def2-TZVPD" charge=0 e_above_lowest_ev=2.0777 spin_multiplicity=3 orbital_gap_ev="5.148 / 6.382" lumo_ev="0.711 / -2.844" max_force_ev_per_a=5.7 s2=2.019
C -2.55 -1.22 -0.26
C -2.19 -0.14 -1.06
C -1.66 -1.74 0.65
C -0.94 0.41 -0.95
C -0.39 -1.14 0.77
C -0.03 -0.04 0.01
C 2.64 -0.37 -0.47
C 1.29 0.61 0.19
C 1.56 2.00 0.65
O 3.27 -0.67 -1.43
O 2.35 -0.44 0.76
H -3.55 -1.59 -0.20
H -2.96 0.27 -1.78
H -1.99 -2.56 1.29
H -0.46 1.19 -1.67
H 0.50 -1.56 1.34
H 1.53 2.73 -0.07
H 2.57 1.89 0.76
H 1.00 2.37 1.46

=====

21
Properties=species:S:1:pos:R:3 method="wB97M-V/def2-TZVPD" charge=0 e_above_lowest_ev=6.0228 orbital_gap_ev=7.967 lumo_ev=-0.208 max_force_ev_per_a=4.1
O 1.20 -0.17 2.99
C 0.90 -0.50 1.65
C 0.17 0.65 0.91
C -1.24 0.76 0.98
C -1.84 -0.50 0.62
C -1.44 -0.87 -0.61
C -0.37 -0.17 -1.25
C 0.05 -0.09 -2.53
O -0.26 -0.83 -3.63
O 1.17 0.83 -2.71
C 1.37 1.30 -1.40
O 2.60 1.84 -1.24
C 0.47 0.82 -0.53
H 1.51 0.70 3.09
H 1.91 -0.71 1.03
H 0.37 -1.48 1.76
H -1.56 1.73 0.62
H -2.52 -0.94 1.30
H -1.88 -1.74 -1.09
H 0.36 -0.87 -4.35
H 3.20 1.20 -1.57

=====

34
Properties=species:S:1:pos:R:3 method="wB97M-V/def2-TZVPD" charge=0 e_above_lowest_ev=0.0000 orbital_gap_ev=6.450 lumo_ev=-1.983 max_force_ev_per_a=2.0
N -2.03 3.00 -1.30
P -0.58 2.46 -1.10
O 0.39 2.99 -2.31
O 0.06 3.00 0.29
B -0.66 0.52 -1.14
O 0.61 -0.18 -1.44
C 1.71 0.27 -0.80
O 2.44 1.05 -1.33
C 2.05 -0.26 0.55
C 2.96 -1.31 0.61
C 3.36 -1.82 1.84
C 2.86 -1.28 3.01
C 1.93 -0.25 2.96
C 1.54 0.26 1.73
S -1.57 -0.26 0.39
O -2.00 0.73 1.33
O -0.86 -1.41 0.89
C -3.16 -0.98 -0.30
F -4.01 -1.13 0.70
F -3.69 -0.12 -1.18
C -2.97 -2.35 -1.02
F -3.85 -2.45 -2.03
F -1.76 -2.45 -1.57
F -3.17 -3.35 -0.20
H -2.10 3.60 -2.10
H 1.27 3.20 -1.96
H 0.99 3.25 0.24
H -1.41 0.28 -2.06
H 3.37 -1.74 -0.29
H 4.07 -2.63 1.86
H 3.16 -1.66 3.98
H 1.52 0.20 3.85
H 0.81 1.06 1.71
Li -1.28 -0.24 -3.81

=====

36
Properties=species:S:1:pos:R:3 method="wB97M-V/def2-TZVPD" charge=-2 orbital_gap_ev=6.661 lumo_ev=4.351 max_force_ev_per_a=1.8
Be 0.07 0.11 0.56
O -0.18 3.10 -0.96
P 0.09 2.78 0.60
O -0.21 3.94 1.43
O -0.61 1.46 0.95
O 1.69 2.42 0.64
P 2.24 1.36 -0.48
O 3.57 0.82 0.23
O 2.51 2.04 -1.75
O 1.21 0.23 -0.51
H 0.49 2.67 -1.52
H 3.32 0.33 1.03
C -1.84 -0.21 4.54
O -0.92 -0.38 3.47
C 0.39 -0.48 3.73
S 1.01 -0.50 5.28
S 1.32 -0.64 2.32
H -2.83 -0.28 4.09
H -1.70 0.77 5.01
H -1.70 -0.97 5.30
O -3.11 -0.96 0.82
C -2.26 -1.53 0.16
N -0.96 -1.17 0.04
S -0.13 -2.15 -1.02
O -0.07 -1.66 -2.37
O 1.04 -2.75 -0.45
C -1.45 -3.37 -1.14
C -1.52 -4.55 -1.85
C -2.77 -5.15 -2.00
C -3.91 -4.57 -1.46
C -3.82 -3.39 -0.73
C -2.57 -2.80 -0.58
H -0.63 -4.99 -2.27
H -2.85 -6.08 -2.55
H -4.88 -5.03 -1.62
H -4.69 -2.91 -0.30

=====

26
Properties=species:S:1:pos:R:3 method="wB97M-V/def2-TZVPD" charge=+1 orbital_gap_ev=7.138 lumo_ev=-5.685 max_force_ev_per_a=5.1
O 2.21 -2.67 0.33
C 1.80 -2.16 -0.72
O 2.70 -2.05 -1.85
C 0.32 -1.59 -0.96
C -0.92 -2.52 -0.92
C -2.34 -1.94 -1.22
N -2.52 -0.53 -1.51
C -1.41 0.40 -1.53
C 0.07 -0.09 -1.26
C 1.19 1.04 -1.35
F 0.56 2.31 -1.14
F 2.26 0.84 -0.44
F 1.77 1.14 -2.66
H 2.84 -1.07 -1.93
H -0.78 -3.64 -0.69
H -3.20 -2.69 -1.18
H -3.47 -0.18 -1.68
H -1.68 1.49 -1.74
Br -0.46 0.24 1.23
C -0.08 1.95 2.08
C 0.43 1.77 3.49
Br -1.01 1.32 4.71
H -1.00 2.54 2.03
H 0.68 2.42 1.45
H 0.85 2.70 3.87
H 1.18 0.98 3.57

=====

21
Properties=species:S:1:pos:R:3 method="wB97M-V/def2-TZVPD" charge=0 e_above_lowest_ev=0.0000 orbital_gap_ev=9.451 lumo_ev=0.821 max_force_ev_per_a=0.9
Cl 2.07 -0.80 1.73
C 1.76 -0.41 0.05
C 2.84 -0.48 -0.82
C 2.67 -0.22 -2.17
C 1.41 0.08 -2.66
C 0.33 0.15 -1.79
C 0.49 -0.08 -0.41
C -0.74 0.04 0.43
N -1.88 -0.35 -0.01
C -2.86 0.03 1.03
C -2.03 0.36 2.28
N -0.74 0.68 1.66
H 3.83 -0.74 -0.43
H 3.52 -0.30 -2.85
H 1.24 0.26 -3.72
H -0.64 0.38 -2.16
H -3.58 -0.80 1.19
H -3.45 0.90 0.65
H -2.42 1.19 2.84
H -1.94 -0.49 2.96
H 0.11 0.59 2.21

=====

24
Properties=species:S:1:pos:R:3 method="wB97M-V/def2-TZVPD" charge=-1 spin_multiplicity=3 orbital_gap_ev="5.050 / 5.799" lumo_ev="3.016 / 0.516" max_force_ev_per_a=3.5 s2=2.052
C 1.10 0.55 1.23
C 0.88 -0.01 -1.06
C 2.49 0.30 1.17
C 2.22 -0.19 -1.15
C 0.22 0.46 0.08
C 3.03 0.00 -0.01
C -2.20 0.16 0.98
C -1.15 0.72 0.07
C -1.55 1.81 -0.86
N -2.13 -0.70 -0.12
O -2.19 -3.28 0.11
O -0.48 -2.24 -1.34
O -0.24 -2.12 1.09
S -1.16 -2.20 -0.04
Cl 4.75 -0.22 -0.02
H 0.54 0.59 2.16
H 0.36 -0.16 -1.99
H 3.00 0.41 2.14
H 2.70 -0.49 -2.07
H -1.97 -0.37 1.86
H -3.20 0.62 1.07
H -2.69 1.81 -0.95
H -1.01 1.61 -1.73
H -1.32 2.92 -0.62

=====

29
Properties=species:S:1:pos:R:3 method="wB97M-V/def2-TZVPD" charge=-1 spin_multiplicity=5 orbital_gap_ev="5.880 / 6.225" lumo_ev="2.611 / 2.604" max_force_ev_per_a=0.7 s2=6.029
Cr 0.51 -0.80 0.42
O 1.84 -5.04 -4.86
C 1.61 -4.34 -3.89
S 2.83 -3.34 -3.10
C 1.75 -2.55 -1.95
C 0.46 -2.88 -2.01
S -0.80 -2.21 -1.00
S 0.00 -4.06 -3.23
S 2.44 -1.40 -0.82
C 1.04 2.42 -1.17
C -0.37 1.95 -1.00
N -0.80 1.07 -0.13
C -2.16 0.94 -0.34
C -2.56 1.77 -1.33
N -1.40 2.42 -1.74
H 1.72 1.61 -0.92
H 1.25 3.26 -0.50
H 1.23 2.74 -2.19
H -2.74 0.25 0.24
H -3.51 1.95 -1.79
H -1.32 3.07 -2.50
C -0.55 0.66 5.24
O 0.50 0.84 4.28
C 0.45 0.19 3.11
S -0.81 -0.82 2.66
S 1.77 0.45 2.09
H -0.62 1.59 5.78
H -0.27 -0.15 5.92
H -1.49 0.42 4.76

=====

22
Properties=species:S:1:pos:R:3 method="wB97M-V/def2-TZVPD" charge=0 e_above_lowest_ev=3.3879 orbital_gap_ev=9.001 lumo_ev=0.600 max_force_ev_per_a=4.7
F 3.18 1.12 -0.12
C 2.12 1.84 0.26
C 0.64 1.08 0.17
C 0.74 -0.10 1.17
C 0.94 -1.37 0.85
C 1.00 -1.64 -0.66
C 0.57 -0.82 -1.64
C -0.06 0.38 -0.94
C -1.40 0.34 -1.03
O -2.51 -0.06 -1.63
C -2.59 0.45 -0.28
F -3.45 1.45 -0.03
P -2.95 -1.16 0.60
H 1.90 2.76 -0.38
H 2.26 2.08 1.35
H 0.04 1.82 0.60
H 0.86 0.11 2.27
H 0.75 -2.12 1.60
H 1.52 -2.53 -0.93
H 0.44 -0.94 -2.76
H -2.06 -0.92 1.65
H -1.92 -1.77 -0.13